{"formula": "C22H20N4", "method": "the ωB97M-V functional and the def2-TZVPD basis", "elements": ["C", "C", "C", "C", "C", "C", "C", "C", "C", "C", "C", "C", "C", "C", "C", "C", "C", "H", "H", "H", "H", "H", "H", "H", "H", "H", "H", "H", "H", "H", "H", "H", "H", "H", "C", "N", "C", "N", "C", "C", "N", "C", "N", "H", "H", "H"], "coordinates": [[-0.695, 1.524, 6.145], [-0.579, 0.993, 4.736], [-1.321, -0.149, 4.416], [-1.440, -0.607, 3.084], [-0.813, 0.078, 2.035], [-1.052, -0.463, 0.580], [-0.433, 0.451, -0.522], [-0.468, 0.396, -1.870], [0.219, 1.236, -2.890], [-0.043, 0.993, -4.263], [0.518, 1.752, -5.293], [1.423, 2.781, -5.015], [2.104, 3.549, -6.139], [1.683, 3.058, -3.669], [1.113, 2.302, -2.622], [0.007, 1.169, 2.372], [0.112, 1.626, 3.702], [-0.045, 2.373, 6.364], [-1.730, 1.836, 6.364], [-0.452, 0.750, 6.880], [-1.866, -0.653, 5.203], [-2.003, -1.522, 2.907], [-2.142, -0.766, 0.409], [0.084, 1.368, -0.170], [-1.066, -0.395, -2.355], [-0.749, 0.191, -4.540], [0.270, 1.543, -6.339], [2.769, 4.322, -5.755], [2.701, 2.913, -6.804], [1.378, 4.056, -6.782], [2.365, 3.884, -3.446], [1.342, 2.561, -1.579], [0.621, 1.675, 1.612], [0.694, 2.531, 3.906], [0.299, -5.470, 0.773], [-0.900, -5.909, 1.148], [-1.891, -5.070, 1.399], [-1.826, -3.679, 1.373], [-0.669, -3.182, 0.995], [0.467, -4.076, 0.630], [1.443, -3.285, 0.092], [0.983, -2.009, 0.176], [-0.261, -1.881, 0.691], [1.153, -6.120, 0.567], [-2.866, -5.494, 1.661], [1.561, -1.180, -0.165]], "smiles": "Cc1ccc(/C=C/[C@H](c2ccc(C)cc2)n2cnc3cncnc32)cc1", "lumo_ev": -0.02, "gap_ha": 0.314}

=====

{"formula": "C22H20N4O2S", "method": "the ωB97M-V functional and the def2-TZVPD basis", "elements": ["C", "H", "H", "H", "C", "N", "C", "O", "C", "H", "H", "C", "C", "N", "N", "C", "C", "C", "C", "C", "C", "C", "H", "H", "C", "C", "C", "C", "C", "C", "H", "H", "H", "H", "H", "H", "H", "O", "H", "H", "H", "C", "N", "C", "C", "S", "H", "H", "H"], "coordinates": [[-3.010, -3.318, -2.927], [-4.046, -3.640, -2.983], [-2.368, -4.194, -2.896], [-2.762, -2.733, -3.809], [-2.801, -2.471, -1.672], [-3.702, -1.333, -1.668], [-4.645, -1.162, -0.716], [-4.853, -1.968, 0.165], [-5.395, 0.159, -0.817], [-5.393, 0.536, -1.839], [-6.420, 0.006, -0.479], [-4.707, 1.172, 0.110], [-3.297, 1.372, -0.304], [-2.859, 1.680, -1.483], [-1.518, 1.734, -1.410], [-1.189, 1.450, -0.186], [0.144, 1.363, 0.358], [0.362, 0.819, 1.622], [1.648, 0.701, 2.107], [2.738, 1.133, 1.353], [2.506, 1.690, 0.093], [1.226, 1.801, -0.405], [1.037, 2.215, -1.382], [3.345, 2.015, -0.505], [4.106, 1.000, 1.872], [4.503, -0.160, 2.534], [5.791, -0.286, 3.020], [6.700, 0.747, 2.860], [6.314, 1.906, 2.206], [5.029, 2.031, 1.712], [4.728, 2.943, 1.218], [7.018, 2.716, 2.083], [7.705, 0.649, 3.242], [6.088, -1.194, 3.524], [3.803, -0.975, 2.649], [1.813, 0.285, 3.090], [-0.478, 0.480, 2.211], [-2.287, 1.204, 0.573], [-5.234, 2.128, 0.064], [-4.718, 0.808, 1.138], [-3.521, -0.612, -2.351], [-1.391, -1.978, -1.609], [-0.813, -1.337, -2.561], [0.458, -1.000, -2.257], [0.882, -1.397, -1.029], [-0.378, -2.220, -0.200], [1.837, -1.253, -0.566], [1.040, -0.459, -2.979], [-3.037, -3.051, -0.773]], "smiles": "C[C@H](NC(=O)CCc1nnc(-c2ccc(-c3ccccc3)cc2)o1)c1nccs1", "lumo_ev": 0.08, "e_above_lowest_ev": 0.0000, "gap_ha": 0.316}

=====

{"formula": "C22H20N5O5Tl", "method": "the ωB97M-V functional and the def2-TZVPD basis", "elements": ["Tl", "C", "C", "C", "C", "N", "C", "C", "C", "C", "C", "C", "N", "C", "C", "C", "C", "C", "N", "H", "H", "H", "H", "H", "H", "H", "H", "H", "H", "H", "O", "C", "O", "C", "C", "N", "N", "C", "C", "O", "O", "H", "H", "H", "C", "C", "O", "H", "H", "H", "H", "H", "H"], "coordinates": [[1.974, 1.338, 0.274], [-1.362, 2.685, 3.816], [-2.597, 2.925, 3.241], [-2.719, 2.861, 1.861], [-1.593, 2.561, 1.103], [-0.404, 2.326, 1.659], [-0.293, 2.387, 2.981], [-1.668, 2.429, -0.385], [-2.610, 3.125, -1.136], [-2.663, 2.898, -2.502], [-1.792, 1.981, -3.066], [-0.871, 1.340, -2.240], [-0.804, 1.576, -0.933], [0.086, 0.342, -2.795], [-0.313, -0.554, -3.780], [0.609, -1.470, -4.264], [1.903, -1.439, -3.768], [2.207, -0.511, -2.784], [1.317, 0.347, -2.289], [-1.225, 2.714, 4.888], [-3.458, 3.148, 3.857], [-3.674, 3.015, 1.378], [0.690, 2.168, 3.385], [-3.266, 3.840, -0.661], [-3.371, 3.433, -3.121], [-1.797, 1.780, -4.128], [-1.336, -0.558, -4.130], [0.317, -2.212, -4.994], [2.653, -2.141, -4.102], [3.199, -0.480, -2.348], [1.694, -4.253, -2.066], [0.472, -3.826, -1.832], [-0.497, -4.271, -2.410], [0.303, -2.739, -0.826], [-0.940, -2.238, -0.505], [-0.741, -1.225, 0.353], [0.555, -1.002, 0.596], [1.210, -1.923, -0.099], [2.720, -1.890, -0.108], [3.302, -2.790, -0.748], [3.264, -0.939, 0.506], [2.374, -3.725, -1.517], [-1.916, -2.562, -0.823], [-1.420, -0.570, 0.699], [0.513, -0.778, 4.256], [1.844, -1.168, 3.652], [2.444, -0.034, 3.034], [0.051, -1.621, 4.770], [-0.159, -0.438, 3.467], [0.640, 0.033, 4.978], [1.692, -1.958, 2.910], [2.512, -1.562, 4.425], [2.944, -0.374, 2.271]], "lumo_ev": -0.43, "e_above_lowest_ev": 0.0000, "gap_ha": 0.315}

=====

> Number 2 is which compound?

C22H20N4O2S